(1)
Molecular formula: C6H8
Method: DFT, wB97M-V/def2-TZVPD

Each line ends with the natural charge from an NBO analysis.
Element x y z (Å)
C -0.767617 -1.815022 -0.386363  -0.65
C -0.228950 -0.531160 0.197965  0.06
C 0.687949 -0.206597 1.146143  -0.24
C 0.370895 1.312477 0.980418  -0.24
C 0.644604 1.669941 -0.517398  -0.40
C -0.598024 0.942506 -0.031671  -0.28
H -1.813943 -1.894607 -0.222354  0.22
H -0.149207 -2.619186 -0.114267  0.22
H -0.699749 -1.650585 -1.391964  0.22
H 1.644133 -0.445976 1.549987  0.21
H 0.433115 2.047557 1.871624  0.23
H 0.720418 2.737785 -0.783518  0.22
H 1.342303 1.151742 -1.126569  0.21
H -1.702460 1.147281 -0.265525  0.22

Atoms 1-3, force components in eV/Å:
0.7 2.4 1.3
0.3 -0.2 1.5
-0.4 2.3 -1.2

Output
HOMO level = -8.50 eV
Relative energy (zero: lowest compared OMol25 entry of this formula, charge and spin) = 2.966 eV
Spin multiplicity = 1
Frontier orbital gap = 9.7 eV
Lowest unoccupied orbital energy = 1.160 eV

***

(2)
Molecular formula: C26H66BO30
Method: DFT, wB97M-V/def2-TZVPD

Each line ends with the Löwdin charge.
Element x y z (Å)
O -38.597095 34.505162 38.198307  0.18
C -38.390057 34.879649 37.079492  -0.43
O -37.482090 34.411160 36.294932  0.31
B -37.279224 35.380187 35.247083  -0.95
O -38.322008 36.347563 35.449658  0.31
C -38.960016 35.981325 36.456497  -0.39
O -39.816868 36.738642 37.017397  0.10
O -37.299586 34.703297 33.995461  0.30
C -36.136188 34.844281 33.390665  -0.35
O -35.794971 34.333252 32.388652  0.21
C -35.306117 35.592297 34.254649  -0.45
O -35.913932 35.937177 35.300494  0.30
O -34.190132 35.878860 34.208233  0.19
C -31.504972 39.101054 32.040849  -0.16
C -31.764945 37.571723 31.883807  -0.25
O -33.117532 37.319656 32.066222  0.00
O -30.188435 39.436374 31.378862  -0.06
H -31.327798 39.417278 33.153019  0.13
H -32.301139 39.788199 31.601888  0.13
H -30.988157 37.060744 32.695856  0.17
H -31.382803 37.364261 30.911698  0.09
H -33.363439 37.202361 32.897817  -0.02
H -29.567023 38.908704 31.649545  -0.04
C -40.075126 31.468300 38.617888  -0.25
C -39.119583 31.138844 39.711026  -0.23
O -39.544861 31.741954 40.947103  -0.10
O -39.451223 30.978312 37.444086  -0.05
H -40.160573 32.525329 38.331514  0.11
H -40.997839 31.079102 38.740238  0.09
H -38.140407 31.529334 39.440273  0.11
H -39.081289 30.000504 39.917688  0.15
H -39.671348 32.726878 40.792982  0.08
H -39.929697 31.291083 36.726463  0.00
C -34.232930 33.664677 37.721323  -0.24
C -34.218663 32.259216 38.465671  -0.15
O -33.691062 31.325660 37.372411  -0.05
O -34.635798 34.649709 38.630592  -0.04
H -34.899012 33.489808 36.870422  0.11
H -33.243622 33.738137 37.286721  0.11
H -35.131137 32.189456 39.059461  0.10
H -33.479915 32.177149 39.317919  0.12
H -33.758973 30.533223 37.773688  -0.01
H -35.578730 34.637261 38.710330  0.07
C -38.751667 31.116569 32.240741  -0.32
C -37.436549 30.564372 31.799552  -0.22
O -36.340649 31.152938 32.575271  -0.05
O -39.720441 30.309793 31.724727  -0.09
H -38.911054 32.143390 31.834358  0.13
H -38.790262 31.163207 33.274914  0.10
H -37.304178 30.479964 30.756074  0.09
H -37.281455 29.446448 31.935287  0.14
H -36.283604 32.088876 32.468657  0.03
H -39.680654 30.444042 30.665070  0.17
C -41.003633 35.914426 40.416228  -0.17
C -39.669919 36.777126 40.535218  -0.16
O -40.050120 38.202069 40.798100  -0.07
O -40.639228 34.543236 40.393036  -0.03
H -41.270516 36.044964 39.383964  0.10
H -41.684775 36.175971 41.207854  0.12
H -39.063910 36.797941 39.497827  0.14
H -39.070229 36.236341 41.301846  0.11
H -39.252931 38.600760 40.839641  0.00
H -40.097212 34.315874 39.794956  -0.09
C -35.728618 39.246021 37.872146  -0.25
C -34.446993 38.839104 37.082168  -0.15
O -33.956812 40.139099 36.590366  -0.01
O -36.565457 38.121846 37.975211  -0.08
H -36.133367 40.110611 37.379200  0.11
H -35.358692 39.372372 38.903811  0.13
H -34.749709 38.471741 36.117931  0.09
H -33.670898 38.191671 37.744615  0.17
H -33.416485 40.526467 37.047475  -0.08
H -36.820064 37.846193 37.043284  0.10
C -33.575857 34.922806 29.811011  -0.17
C -33.269389 34.734304 28.389152  -0.28
O -32.835500 35.947995 27.847582  -0.02
O -34.286299 33.680963 30.290076  -0.04
H -34.261130 35.653857 29.956378  0.08
H -32.639068 35.092045 30.430489  0.14
H -34.158044 34.538225 27.771339  0.13
H -32.687103 33.846453 28.301867  0.11
H -31.960594 36.121387 28.031006  0.04
H -34.715717 33.849986 31.019393  -0.09
C -31.484077 36.490218 35.496357  -0.17
C -29.895836 36.383771 35.702433  -0.19
O -29.494153 37.611120 36.228222  -0.02
O -31.763570 35.286365 34.685287  -0.09
H -31.618235 37.275013 35.033342  -0.01
H -32.289099 36.735083 36.294654  0.14
H -29.321432 36.037326 34.850119  0.12
H -29.738427 35.590649 36.471459  0.12
H -29.574157 37.723891 37.077468  -0.01
H -32.718526 35.351199 34.638282  0.00
C -38.189431 40.035568 34.207187  -0.18
C -39.257377 39.099642 33.741136  -0.14
O -40.583359 39.736654 34.088184  -0.04
O -36.975753 39.275842 34.023523  -0.06
H -38.419870 40.376918 35.133329  0.08
H -38.061949 40.765881 33.441390  0.12
H -39.276551 38.209513 34.120827  0.04
H -39.116371 38.880364 32.719553  0.11
H -41.172828 39.264350 34.574067  -0.01
H -36.234327 39.835416 34.176863  0.06
C -41.158135 39.852182 37.233019  -0.29
C -41.804906 39.896585 38.561434  -0.20
O -43.061953 40.645546 38.484702  -0.04
O -39.758358 39.513363 37.318125  -0.12
H -41.162472 40.910955 36.969885  0.11
H -41.598314 39.292252 36.393805  0.11
H -41.211586 40.350844 39.348109  0.11
H -42.094459 38.637262 38.711196  0.19
H -42.963658 41.482995 38.286222  -0.02
H -39.616983 38.580690 36.872602  0.09
C -40.566137 34.030873 33.449698  -0.23
C -41.470463 33.606522 34.665079  -0.07
O -40.984155 32.248495 35.147502  -0.07
O -40.698166 35.375693 33.253698  -0.07
H -40.760334 33.765067 32.405162  0.14
H -39.666999 34.121937 33.685970  0.01
H -42.404482 33.669796 34.504108  0.04
H -41.480311 34.298206 35.541380  0.14
H -41.582740 31.686251 34.667905  0.07
H -39.949289 35.679270 32.692416  0.12

Atoms 1-3, force components in eV/Å:
-0.5 -0.4 0.6
1.1 -3.7 2.9
1.3 -1.1 -0.1

Output
HOMO level = -7.69 eV
Relative energy (zero: lowest compared OMol25 entry of this formula, charge and spin) = 15.455 eV
Total charge = -1
Spin multiplicity = 1
Frontier orbital gap = 9.1 eV
Lowest unoccupied orbital energy = 1.447 eV

***

(3)
Molecular formula: C2H6INO
Method: DFT, wB97M-V/def2-TZVPD

Each line ends with the natural charge from an NBO analysis.
Element x y z (Å)
C -0.152131 1.750469 0.035640  -0.49
C -0.792305 -1.365481 0.014495  -0.29
N 1.113084 -0.251685 -0.603444  -0.24
O 0.602383 -1.161615 0.163508  -0.38
I 3.002314 0.204339 0.012252  0.25
H 0.684154 2.216292 -0.350475  0.18
H -1.075156 1.660529 -0.462953  0.16
H -0.208114 1.489569 1.149660  0.18
H -1.248354 -0.480572 -0.448662  0.22
H -1.233491 -1.671348 0.996443  0.20
H -0.692380 -2.390494 -0.506459  0.21

Atoms 1-3, force components in eV/Å:
-0.7 -1.6 3.2
0.3 -2.8 -0.3
-0.6 1.7 -1.7

Output
HOMO level (alpha / beta) = -8.27 / -8.14 eV
Relative energy (zero: lowest compared OMol25 entry of this formula, charge and spin) = 4.685 eV
Spin multiplicity = 1
Frontier orbital gap (alpha / beta) = 8.3 / 8.4 eV
Lowest unoccupied orbital energy (alpha / beta) = -0.018 / 0.228 eV

***

Number 1: electronic energy -6347.818 eV. Number 2: electronic energy -90121.154 eV. Number 3: electronic energy -13803.335 eV.